# C6H12N2O

A cluster of 2 separate species, C6H12N2O in total at a distorted geometry (ωB97M-V/def2-TZVPD, OMol25).

Bonds (Å) are listed after each position.
Geometry (Å):
1 C 1.131 -2.437 -0.887  C2 1.476, H7 1.085, H8 1.092, H9 1.086
2 C 0.037 -1.788 -0.141  C1 1.476, C3 1.362, N6 1.390
3 C -0.935 -0.945 -0.588  C2 1.362, N4 1.354, H10 1.074
4 N -1.770 -0.679 0.445  C3 1.354, C5 1.371, H11 1.006
5 C -1.350 -1.471 1.482  N4 1.371, N6 1.303, H12 1.077
6 N -0.219 -2.053 1.199  C2 1.390, C5 1.303
7 H 1.275 -2.063 -1.895  C1 1.085
8 H 1.043 -3.521 -0.991  C1 1.092
9 H 2.059 -2.286 -0.344  C1 1.086
10 H -1.088 -0.698 -1.622  C3 1.074
11 H -2.367 0.118 0.583  N4 1.006
12 H -1.824 -1.511 2.448  C5 1.077
13 C 1.420 2.290 -0.146  C14 1.536, H16 1.092, H17 1.089, H18 1.085
14 C 0.025 1.667 0.009  C13 1.536, O15 1.479, H19 1.084, H20 1.079
15 O -1.015 2.711 0.120  C14 1.479, H21 0.969
16 H 1.619 2.841 0.776  C13 1.092
17 H 1.386 3.120 -0.851  C13 1.089
18 H 2.071 1.504 -0.514  C13 1.085
19 H -0.281 1.419 -1.000  C14 1.084
20 H 0.007 0.994 0.853  C14 1.079
21 H -1.225 2.789 1.063  O15 0.969

Computed properties:
structure (SMILES): Cc1c[nH]cn1.CCO
energy above the lowest of the compared OMol25 structures with the same formula, charge and spin: 35.0 kcal/mol
HOMO-LUMO gap: 0.33983 Ha
LUMO energy: 0.0240 Ha

natural (NBO) population analysis, charges in e, atoms 1 to 6: -0.6364 0.0765 -0.0994 -0.5421 0.1610 -0.4605